Record 1
{
  "formula": "C27H76N5O11",
  "method": "ωB97M-V/def2-TZVPD",
  "spin_multiplicity": 1,
  "orbital_gap_ev": 8.96,
  "total_charge": 1,
  "elements": ["N", "H", "H", "H", "H", "C", "O", "H", "H", "H", "H", "C", "O", "H", "H", "H", "H", "C", "O", "H", "H", "H", "H", "C", "O", "C", "C", "N", "C", "C", "O", "C", "H", "H", "H", "H", "H", "H", "H", "H", "H", "H", "H", "H", "H", "H", "H", "C", "O", "C", "C", "N", "C", "C", "O", "C", "H", "H", "H", "H", "H", "H", "H", "H", "H", "H", "H", "H", "H", "H", "H", "C", "O", "C", "C", "N", "C", "C", "O", "C", "H", "H", "H", "H", "H", "H", "H", "H", "H", "H", "H", "H", "H", "H", "H", "C", "O", "C", "C", "N", "C", "C", "O", "C", "H", "H", "H", "H", "H", "H", "H", "H", "H", "H", "H", "H", "H", "H", "H"],
  "coordinates": [[0.292, -0.705, -0.684], [0.948, -0.684, -1.325], [-0.295, -1.266, -0.979], [0.007, 0.249, -0.151], [0.506, -1.170, 0.206], [4.639, -0.287, -1.134], [3.614, -1.200, -1.422], [5.572, -0.967, -0.726], [4.478, 0.573, -0.511], [5.077, -0.011, -2.120], [4.094, -1.652, -2.032], [0.335, 3.321, 1.431], [-0.655, 2.753, 0.548], [1.359, 3.368, 0.743], [0.296, 2.513, 2.276], [-0.030, 4.227, 1.722], [-1.048, 3.521, 0.178], [1.473, -4.435, -0.648], [0.157, -3.766, -0.601], [1.322, -5.370, -0.484], [2.080, -4.330, 0.146], [1.845, -4.243, -1.610], [-0.419, -4.470, -0.716], [2.749, -1.565, 1.899], [1.830, -0.392, 1.909], [2.105, 0.451, 3.153], [3.344, 1.337, 2.948], [3.324, 2.413, 3.916], [4.359, 3.408, 3.746], [4.308, 4.413, 4.857], [5.306, 5.397, 4.665], [5.314, 6.450, 5.726], [2.463, -2.152, 2.713], [3.867, -1.360, 1.806], [2.552, -1.952, 0.912], [2.009, -0.325, 3.913], [1.256, 1.007, 3.081], [3.398, 1.612, 1.861], [4.204, 0.673, 2.945], [3.359, 1.953, 4.900], [4.105, 3.905, 2.877], [5.380, 3.188, 3.776], [4.331, 3.675, 5.748], [3.256, 4.814, 4.778], [4.373, 7.054, 5.835], [6.171, 6.959, 5.309], [5.687, 5.886, 6.454], [-3.396, -1.409, -0.439], [-2.571, -0.618, 0.369], [-2.913, -0.486, 1.725], [-1.717, -0.190, 2.547], [-2.137, -0.170, 3.915], [-2.320, -1.451, 4.588], [-2.200, -1.235, 6.101], [-2.340, -2.496, 6.787], [-2.274, -2.130, 8.209], [-3.264, -1.155, -1.583], [-4.447, -1.245, -0.326], [-3.193, -2.352, -0.221], [-3.648, -1.268, 2.083], [-3.826, 0.116, 1.971], [-1.327, 0.889, 2.319], [-0.957, -0.719, 2.550], [-2.860, 0.407, 4.088], [-1.294, -2.208, 4.425], [-3.259, -1.912, 4.127], [-3.076, -0.692, 6.367], [-1.194, -0.866, 6.224], [-3.181, -1.706, 8.581], [-1.270, -1.805, 8.527], [-2.147, -3.155, 8.669], [4.600, 4.984, -1.705], [3.951, 3.709, -1.604], [2.735, 3.651, -2.087], [2.285, 2.144, -2.128], [0.881, 1.978, -2.008], [0.260, 2.248, -3.229], [-1.232, 1.704, -3.240], [-1.976, 1.789, -4.624], [-3.389, 1.670, -4.436], [5.562, 4.755, -1.213], [3.954, 5.744, -1.233], [4.796, 5.291, -2.833], [2.567, 4.096, -3.126], [1.918, 4.269, -1.634], [2.711, 1.701, -1.243], [2.823, 1.390, -2.718], [0.400, 2.441, -1.258], [0.910, 2.061, -4.169], [0.056, 3.265, -3.143], [-1.810, 2.298, -2.360], [-1.327, 0.856, -2.765], [-3.526, 2.663, -3.953], [-3.811, 0.747, -3.838], [-3.702, 1.610, -5.451], [0.869, -1.215, -4.450], [-0.239, -1.860, -3.716], [-1.341, -2.248, -4.649], [-2.378, -3.023, -3.872], [-3.405, -3.678, -4.722], [-4.600, -4.093, -3.929], [-5.661, -4.242, -4.895], [-6.773, -4.630, -4.066], [-7.892, -5.439, -4.652], [1.799, -1.856, -4.724], [1.061, -0.292, -3.858], [0.536, -0.673, -5.305], [-0.963, -3.086, -5.464], [-1.759, -1.275, -5.170], [-2.660, -2.368, -3.105], [-1.873, -3.906, -3.546], [-2.951, -4.431, -5.366], [-4.662, -3.291, -3.219], [-4.382, -4.934, -3.275], [-5.407, -5.046, -5.425], [-6.005, -3.305, -5.360], [-8.469, -5.190, -5.639], [-8.829, -5.383, -4.133], [-7.539, -6.563, -4.899]]
}

Record 2
{
  "formula": "C68H57AsBrKN13O2PS2",
  "method": "ωB97M-V/def2-TZVPD",
  "spin_multiplicity": 1,
  "orbital_gap_ev": 4.09,
  "total_charge": -2,
  "elements": ["K", "O", "C", "C", "C", "C", "C", "C", "C", "O", "N", "N", "C", "C", "Br", "C", "C", "C", "C", "C", "C", "C", "H", "H", "H", "H", "H", "H", "H", "H", "H", "H", "H", "H", "H", "H", "N", "C", "N", "C", "N", "C", "C", "N", "C", "C", "N", "H", "H", "H", "H", "H", "S", "C", "C", "C", "C", "N", "C", "C", "C", "S", "C", "N", "H", "H", "N", "C", "C", "C", "C", "C", "N", "H", "H", "H", "H", "H", "H", "C", "C", "As", "C", "C", "C", "C", "C", "C", "C", "C", "C", "C", "C", "C", "P", "C", "C", "C", "C", "C", "C", "C", "C", "C", "C", "C", "C", "H", "H", "H", "H", "H", "H", "H", "H", "H", "H", "H", "H", "H", "H", "H", "H", "H", "H", "H", "H", "H", "H", "H", "H", "N", "C", "N", "C", "C", "C", "C", "C", "C", "H", "H", "H", "H", "H", "H"],
  "coordinates": [[0.753, 1.328, -0.802], [3.787, -1.770, 3.422], [2.998, -0.746, 3.915], [3.185, -0.263, 5.200], [2.396, 0.786, 5.655], [1.469, 1.371, 4.808], [1.320, 0.885, 3.516], [2.038, -0.208, 3.063], [1.772, -0.793, 1.670], [0.716, -0.264, 1.040], [3.036, -0.595, 0.884], [3.003, -0.428, -0.425], [4.058, -0.707, -1.102], [4.088, -0.439, -2.554], [4.164, 1.405, -2.983], [4.102, -1.388, -3.485], [4.111, -1.184, -4.952], [2.988, -1.520, -5.704], [2.978, -1.349, -7.080], [4.094, -0.835, -7.725], [5.219, -0.500, -6.984], [5.228, -0.677, -5.609], [4.500, -1.925, 4.053], [3.972, -0.672, 5.823], [2.558, 1.179, 6.651], [0.912, 2.246, 5.111], [0.650, 1.375, 2.826], [1.683, -1.897, 1.804], [3.871, -1.020, 1.280], [4.973, -1.069, -0.624], [4.081, -2.418, -3.136], [2.116, -1.913, -5.195], [2.096, -1.614, -7.651], [4.086, -0.693, -8.798], [6.090, -0.088, -7.478], [6.095, -0.394, -5.026], [-3.899, -0.354, -4.312], [-3.157, 0.629, -3.777], [-1.980, 0.161, -3.428], [-2.054, -1.149, -3.780], [-3.206, -1.514, -4.317], [-0.964, -2.108, -3.496], [-1.106, -3.467, -3.760], [-0.179, -4.343, -3.394], [0.878, -3.850, -2.748], [1.049, -2.487, -2.538], [0.136, -1.612, -2.941], [-4.849, -0.327, -4.642], [-3.500, 1.643, -3.656], [-1.992, -3.839, -4.259], [1.621, -4.555, -2.396], [1.928, -2.088, -2.049], [1.821, 3.800, 2.000], [3.391, 3.154, 1.636], [4.092, 2.424, 2.610], [5.293, 1.769, 2.370], [5.913, 0.998, 3.408], [6.412, 0.379, 4.243], [5.865, 1.854, 1.091], [5.228, 2.627, 0.131], [4.019, 3.300, 0.355], [3.325, 4.200, -0.951], [7.082, 1.171, 0.764], [8.061, 0.621, 0.500], [3.652, 2.350, 3.593], [5.674, 2.710, -0.851], [0.151, 5.434, -0.659], [-1.028, 4.971, -1.086], [-2.072, 5.861, -1.456], [-3.263, 5.352, -1.897], [-3.439, 3.967, -1.976], [-2.365, 3.183, -1.600], [-1.191, 3.642, -1.179], [0.230, 6.400, -0.394], [0.863, 4.832, -0.228], [-1.910, 6.929, -1.380], [-4.068, 6.026, -2.172], [-4.379, 3.522, -2.271], [-2.445, 2.101, -1.619], [-1.631, -0.089, 2.812], [-2.862, -0.744, 3.422], [-2.611, -1.067, 5.345], [-1.404, -2.601, 5.171], [-0.054, -2.432, 5.461], [0.832, -3.492, 5.310], [0.380, -4.724, 4.870], [-0.965, -4.896, 4.568], [-1.849, -3.840, 4.713], [-4.251, -2.092, 5.674], [-5.381, -1.966, 4.871], [-6.545, -2.666, 5.168], [-6.596, -3.503, 6.271], [-5.475, -3.633, 7.082], [-4.318, -2.930, 6.787], [-1.559, -0.002, 0.951], [-3.420, 0.442, 0.845], [-3.639, 1.810, 1.023], [-4.914, 2.356, 1.044], [-6.022, 1.540, 0.861], [-5.831, 0.178, 0.670], [-4.549, -0.359, 0.669], [-1.695, -1.788, 0.533], [-2.359, -2.197, -0.621], [-2.431, -3.535, -0.981], [-1.812, -4.500, -0.200], [-1.123, -4.107, 0.940], [-1.067, -2.769, 1.301], [-0.709, -0.579, 3.121], [-1.555, 0.939, 3.176], [-3.118, -1.700, 2.955], [-3.720, -0.076, 3.314], [0.323, -1.466, 5.781], [1.881, -3.340, 5.526], [1.075, -5.545, 4.745], [-1.324, -5.852, 4.204], [-2.893, -3.980, 4.457], [-5.361, -1.329, 3.996], [-7.411, -2.560, 4.526], [-7.500, -4.053, 6.499], [-5.502, -4.287, 7.946], [-3.446, -3.046, 7.422], [-2.782, 2.468, 1.137], [-5.037, 3.424, 1.180], [-7.020, 1.960, 0.864], [-6.686, -0.475, 0.533], [-4.439, -1.430, 0.552], [-2.830, -1.451, -1.251], [-2.965, -3.822, -1.879], [-1.858, -5.544, -0.483], [-0.619, -4.842, 1.554], [-0.516, -2.487, 2.188], [0.867, 1.792, -5.737], [0.850, 1.316, -4.454], [1.055, 2.225, -3.555], [1.204, 3.407, -4.276], [1.463, 4.696, -3.818], [1.587, 5.694, -4.765], [1.468, 5.427, -6.138], [1.222, 4.150, -6.607], [1.092, 3.152, -5.647], [0.761, 1.247, -6.573], [0.692, 0.271, -4.236], [1.571, 4.887, -2.760], [1.795, 6.705, -4.440], [1.578, 6.238, -6.847], [1.142, 3.942, -7.667]]
}